# 1
75
Properties=species:S:1:pos:R:3:forces:R:3 method="wB97M-V/def2-TZVPD" de_lowest_kcal_mol=397.9 charge=+1 total_energy_ev=-49060.6128 homo_ev=-11.35 lumo_ev=-3.785
Li -1.73309 0.08013 0.34179 -4.2 -9.6 5.0
Li -0.71132 -1.64700 2.31508 -0.8 -2.1 2.3
Cl -0.07143 -0.55264 0.94655 3.3 2.4 3.1
C 0.21710 2.22589 5.19757 2.5 1.9 1.5
O 1.29356 2.02126 4.26761 -1.4 -1.0 -0.2
C 0.81679 1.54473 2.99924 1.2 0.8 0.3
C 2.04183 1.34113 2.05502 0.3 -0.2 1.8
N 1.68043 1.65704 0.72210 3.0 0.4 -1.0
C 2.67099 1.29425 -0.28540 -0.6 -1.3 -0.8
C 2.40122 -0.19069 -0.64022 2.1 0.2 0.7
O 3.34102 -0.64679 -1.58131 -1.2 0.4 1.1
C 3.00047 -1.84949 -2.26812 2.0 0.6 -1.8
H -0.39679 1.40334 5.56453 0.0 -0.3 -0.7
H -0.27201 3.19708 5.12239 -0.4 -0.7 -1.0
H 0.77912 2.59597 6.05505 0.3 -0.9 0.7
H 0.12708 2.30598 2.63469 1.6 -0.6 0.1
H 0.12374 0.71248 3.12231 0.5 -0.8 0.4
H 2.51090 0.36116 2.14284 -0.3 -0.7 0.1
H 2.87221 1.97680 2.36240 -0.3 0.5 0.3
H 0.81150 1.16148 0.58246 2.8 -2.1 -1.0
H 3.68894 1.50152 0.04464 0.0 -0.4 0.3
H 2.59399 1.81644 -1.23907 -0.4 0.6 0.1
H 1.37545 -0.33101 -0.98112 0.9 0.0 0.1
H 2.54864 -0.75882 0.27826 -0.3 -0.3 0.2
H 3.29030 -1.40414 -3.21983 -0.2 -1.5 -0.9
H 1.99201 -2.25543 -2.34761 0.8 0.7 0.2
H 3.69548 -2.65247 -2.02260 0.0 0.0 0.3
C -2.17016 -6.53585 0.78479 -0.7 -0.2 1.0
O -1.53482 -5.30579 0.82430 1.2 1.5 -0.9
C -0.33305 -5.23590 0.03700 -0.4 1.4 0.6
C 0.21838 -3.79777 0.23913 -1.0 0.0 0.4
N -0.64309 -2.70659 -0.30120 0.1 -2.6 -1.9
C -0.14855 -2.52554 -1.69782 -1.1 0.6 0.8
C -1.09235 -1.64593 -2.53705 -0.4 -3.1 -1.5
O -0.46875 -1.36431 -3.80097 1.1 0.5 0.8
C 0.62958 -0.39183 -3.69568 -1.8 0.7 -1.2
H -1.44491 -7.27425 1.12664 -0.3 -0.7 -0.4
H -2.71491 -6.75699 -0.13305 0.6 -0.2 -0.5
H -2.96778 -6.44341 1.52192 0.1 -0.3 0.2
H -0.53425 -5.44766 -1.01313 0.0 -0.3 0.0
H 0.42783 -5.87358 0.48702 0.0 -0.5 -0.4
H 1.24366 -3.63426 -0.09280 0.2 -0.5 -0.3
H 0.28474 -3.81346 1.32699 -0.1 0.7 0.5
H -0.38804 -1.81406 0.09684 -0.3 -2.5 -0.9
H 0.05893 -3.51083 -2.11526 -0.5 0.1 -0.6
H 0.83579 -2.06073 -1.64200 -0.9 0.1 0.3
H -1.53794 -0.76524 -2.07453 0.9 -4.7 -0.7
H -2.01404 -2.18844 -2.74748 0.2 -0.7 -0.5
H 1.39491 -0.40066 -4.47176 0.2 -1.4 0.3
H 0.96674 -0.17729 -2.68159 0.5 -0.8 -0.6
H 0.15700 0.56187 -3.93068 0.5 -2.1 -1.0
C -1.35394 3.94367 -3.23750 -0.3 0.0 1.2
O -1.53793 2.61034 -2.75759 -0.9 -0.7 0.0
C -0.35009 1.83779 -2.48461 -1.3 2.5 0.1
C -0.79113 0.72302 -1.47946 -0.3 3.8 -0.7
N -1.54188 1.27231 -0.30933 2.5 11.0 -6.5
C -0.74732 2.25500 0.48204 -3.6 1.6 -0.1
C -1.69695 2.62491 1.64580 -0.9 -0.7 -2.3
O -0.99811 3.34471 2.51654 -0.9 3.7 2.8
C -1.74939 3.96970 3.58448 0.3 0.8 0.3
H -0.56747 4.03209 -3.98699 0.4 0.1 0.5
H -1.29970 4.45858 -2.27832 1.2 1.0 -0.4
H -2.23338 4.40862 -3.68305 -0.4 -0.9 -0.2
H 0.44665 2.47176 -2.09552 0.1 0.2 0.5
H -0.03115 1.60623 -3.50086 -0.2 0.7 1.5
H 0.04403 0.12214 -1.11953 -1.1 0.3 -0.9
H -1.59170 0.16117 -1.96062 0.7 3.8 0.4
H -2.22710 1.80081 -0.83015 -0.5 0.7 0.1
H -0.46228 3.12636 -0.10752 -0.5 0.4 -0.2
H 0.26661 1.96143 0.75380 -3.4 2.4 0.6
H -2.13138 1.70471 2.03647 0.2 -0.8 0.7
H -2.60901 3.16305 1.38761 -0.1 0.3 -0.9
H -1.72911 3.36921 4.49393 -0.7 -0.2 -0.6
H -2.75690 4.33090 3.37818 -0.2 -0.7 -0.8
H -1.26434 4.90202 3.87364 0.6 -0.1 -0.3

# 2
77
Properties=species:S:1:pos:R:3:forces:R:3 method="wB97M-V/def2-TZVPD" de_lowest_kcal_mol=106.4 charge=-1 total_energy_ev=-56849.5794 homo_ev=-5.36 lumo_ev=2.277
Cl 0.10667 -0.78258 -2.19657 3.0 2.2 -3.1
O -0.02614 0.38893 -1.35696 -1.1 -1.0 1.4
O 0.62063 -1.96832 -1.58023 -0.9 -0.5 1.4
O -1.09145 -1.04575 -2.94724 -0.7 -0.3 0.7
O 1.15501 -0.36306 -3.13590 -0.3 -0.5 -0.4
C 0.67886 6.80842 -9.50955 2.0 0.7 0.3
O 1.38393 5.90421 -8.66499 -0.4 -1.5 -0.9
C 1.17595 4.52224 -9.05562 -0.6 -0.4 1.1
C 1.42075 3.54634 -7.79313 -1.0 2.2 -0.7
N 0.70904 4.12360 -6.61291 1.4 0.7 -0.5
C -0.70516 4.33491 -6.90364 -0.4 0.0 1.5
C -1.55697 4.81830 -5.66259 1.6 -0.9 -1.6
O -1.17230 6.13258 -5.31162 0.2 -1.0 -0.1
C -2.06941 6.69684 -4.41933 -0.5 0.9 0.3
H -0.35277 6.99558 -9.21154 0.0 -0.1 -0.1
H 0.82548 6.67980 -10.58196 -0.5 -1.1 -0.2
H 1.32949 7.67887 -9.42522 -0.7 0.8 0.5
H 1.76593 4.23632 -9.92641 0.6 0.1 0.1
H 0.15802 4.45837 -9.44011 -0.3 -0.3 0.3
H 2.50526 3.50284 -7.69286 -0.1 0.1 0.6
H 1.03301 2.53094 -7.87514 0.1 -0.2 -1.1
H 0.85754 3.43079 -5.89315 -0.4 0.1 0.5
H -1.05124 3.33400 -7.16151 -1.1 0.1 -0.6
H -0.83401 5.08404 -7.68486 0.1 -0.3 -0.1
H -1.36073 4.03624 -4.92911 0.0 0.4 0.9
H -2.62021 4.75489 -5.89410 -0.2 0.2 -0.2
H -3.00554 6.95063 -4.91668 -0.4 -0.1 -0.2
H -1.66427 7.64931 -4.07761 0.2 -0.1 0.1
H -2.32532 6.07631 -3.56053 0.3 -0.2 0.1
C 7.53686 0.80177 4.30944 0.1 -0.1 -0.9
O 6.45392 1.17436 3.46032 -0.2 0.8 1.4
C 5.81997 0.02173 2.97977 -1.0 0.3 -0.2
C 4.62076 0.36626 2.04508 0.8 -0.9 1.4
N 3.68297 1.34235 2.58244 -1.6 1.8 -0.6
C 3.04499 1.19909 3.88923 2.7 -0.5 1.8
C 2.15290 2.27694 4.51582 -0.4 0.9 -1.4
O 2.84086 3.51242 4.52422 0.3 1.6 -1.3
C 2.07424 4.67290 4.98143 -0.2 -2.3 0.9
H 8.30542 0.51822 3.59041 0.7 -0.2 0.4
H 7.32905 -0.04606 4.96220 -0.4 -0.3 -0.1
H 7.89718 1.58305 4.97867 -0.3 0.5 -0.5
H 5.42932 -0.56960 3.80791 0.2 -0.2 0.3
H 6.60924 -0.52829 2.46729 -0.3 -0.7 -0.4
H 4.04177 -0.54225 1.87928 0.4 -0.7 -0.2
H 5.11582 0.61610 1.10668 -0.8 0.8 -0.2
H 2.86417 1.31232 1.99188 0.3 0.3 -1.0
H 3.86650 1.28494 4.60046 0.5 -0.5 0.2
H 2.66088 0.18906 4.03206 -0.7 -0.1 0.2
H 1.91538 2.05068 5.55528 -0.1 -0.7 0.1
H 1.22120 2.37929 3.95945 -0.4 0.1 -0.1
H 2.37309 5.68778 4.71910 1.1 -0.5 -0.2
H 2.13968 4.44094 6.04446 -0.5 1.2 0.5
H 1.02775 4.66196 4.67676 -0.2 -0.5 -0.2
C -6.76840 -5.12709 4.89366 -1.1 1.1 -0.9
O -5.52336 -5.26682 4.25941 -1.8 0.4 -0.3
C -4.46736 -5.35682 5.09821 2.7 -2.2 0.8
C -4.36811 -6.88264 5.55649 1.1 0.9 -0.1
N -4.21575 -7.80750 4.47946 -1.4 -1.0 -0.5
C -2.85070 -7.94804 3.98565 -0.8 0.8 -1.3
C -2.79245 -8.53749 2.49001 1.1 2.6 0.7
O -3.23263 -7.57531 1.52056 -2.3 0.3 -0.7
C -2.58688 -6.31758 1.19953 1.7 -2.1 1.6
H -6.79717 -5.09663 5.98286 0.4 -0.6 0.0
H -7.48647 -5.81984 4.45484 0.1 -0.3 0.4
H -7.13211 -4.14178 4.60217 -0.2 0.2 0.0
H -4.41365 -4.78383 6.02388 -0.7 0.6 0.0
H -3.65392 -5.01199 4.45985 0.6 -0.3 0.4
H -5.33225 -7.08347 6.02364 0.2 -0.1 0.6
H -3.49448 -7.12052 6.16336 -0.3 0.6 1.0
H -4.87648 -7.39935 3.83375 0.3 -0.6 -1.3
H -2.24586 -8.46212 4.73264 -0.1 -0.6 -0.2
H -2.51161 -6.91296 4.02732 1.1 0.1 -0.8
H -3.38940 -9.44195 2.37299 -0.1 0.3 0.0
H -1.77804 -8.70384 2.12751 0.5 -0.7 0.9
H -1.72748 -6.28095 1.86899 0.1 0.7 0.4
H -3.20653 -5.43470 1.35659 -0.2 -0.4 -0.3
H -2.06288 -6.40835 0.24805 -0.8 0.3 -0.5

# 3
75
Properties=species:S:1:pos:R:3:forces:R:3 method="wB97M-V/def2-TZVPD" charge=+1 total_energy_ev=-50981.2587 homo_ev=-11.85 lumo_ev=-2.439
C -3.63613 1.99647 -3.69286 0.0 0.0 0.0
C -3.72141 2.41227 -2.23837 -0.2 0.0 0.0
O -2.41781 2.72456 -1.73357 0.1 -0.1 0.0
C -2.14329 2.22111 -0.45518 -0.1 0.1 0.0
C -1.71712 0.74666 -0.50322 -0.2 0.0 -0.2
O -0.62056 0.47813 0.38299 0.1 0.0 0.1
C -0.92008 -0.11146 1.60987 -0.1 0.0 0.1
P -0.16341 -1.78974 1.67071 0.2 0.0 0.0
C -0.28382 -2.37190 -0.02977 -0.2 -0.2 0.0
C 0.02628 -3.84156 -0.32906 0.0 0.2 -0.2
C -0.69075 -4.27463 -1.59385 0.0 -0.3 -0.3
F -0.66035 -3.32619 -2.54682 0.1 0.0 0.1
F -1.98439 -4.55297 -1.35097 0.0 0.2 0.1
F -0.13792 -5.38176 -2.11112 0.0 0.2 0.2
C -1.20351 -2.75668 2.78302 0.0 -0.1 0.4
N -0.59165 -3.98165 3.27953 -0.1 0.0 -0.3
C -1.58950 -4.96153 3.74426 0.0 0.2 0.0
C 1.48564 -1.54168 2.37969 0.2 0.3 -0.2
C 2.64778 -2.45747 1.97929 0.5 0.3 0.2
N 3.08076 -2.16768 0.62934 -0.2 -0.2 0.1
N 2.22092 -3.85407 2.07736 -0.2 0.1 0.1
N 3.76284 -2.06257 2.87589 -0.4 -0.4 -0.1
H -3.37818 2.84882 -4.32353 0.0 -0.1 0.1
H -4.60834 1.61462 -4.01635 0.1 0.1 0.0
H -2.88972 1.20898 -3.82991 -0.1 0.1 0.0
H -4.18390 1.61169 -1.64503 0.1 0.0 0.0
H -4.34995 3.30089 -2.14131 0.0 -0.1 0.0
H -1.30623 2.79219 -0.04684 0.0 0.0 0.0
H -3.01481 2.35163 0.19769 0.1 0.0 0.1
H -1.37524 0.52929 -1.51841 0.1 0.0 0.1
H -2.54595 0.06959 -0.27002 0.0 0.0 0.0
H -0.49468 0.47508 2.43221 0.0 0.0 0.0
H -1.99488 -0.21834 1.79907 0.0 0.0 -0.1
H -1.34036 -2.18023 -0.26320 0.1 0.1 0.0
H 0.28657 -1.68358 -0.65347 0.0 -0.1 0.0
H -0.32618 -4.50363 0.45821 0.1 -0.1 0.0
H 1.09067 -3.99455 -0.48882 0.0 0.0 0.2
H -2.17795 -2.89896 2.29270 0.0 0.0 -0.2
H -1.37621 -2.07647 3.63091 -0.1 -0.1 -0.1
H -0.04316 -4.40065 2.53971 0.1 -0.1 0.1
H -1.10138 -5.71348 4.36079 0.0 0.0 -0.1
H -2.33540 -4.45735 4.35976 0.1 0.0 0.0
H -2.11361 -5.44785 2.91361 0.0 0.0 0.1
H 1.77952 -0.52040 2.10883 0.0 -0.1 0.1
H 1.35916 -1.54752 3.46729 -0.1 0.0 -0.1
H 3.32997 -2.99347 0.10525 0.0 0.0 -0.1
H 2.45972 -1.58164 0.09505 0.1 0.0 -0.1
H 2.98671 -4.46357 1.80695 0.0 0.0 0.0
H 2.00903 -4.07318 3.04646 0.1 0.0 0.0
H 3.49785 -2.19786 3.84844 0.0 0.0 0.0
H 4.54360 -2.69407 2.71557 0.1 0.2 -0.1
C -5.44753 7.45337 -2.69922 0.0 -0.1 0.0
C -4.38695 6.37285 -2.56877 0.0 0.1 0.0
C -2.98118 6.91985 -2.75490 0.0 -0.1 0.0
O -4.63618 5.30178 -3.48316 0.0 0.0 0.0
H -5.41089 7.89876 -3.69696 0.0 0.0 0.0
H -6.44323 7.03501 -2.55389 0.0 0.0 0.0
H -5.29313 8.24781 -1.96863 0.0 0.0 0.0
H -4.46353 5.91003 -1.58241 0.0 0.0 0.0
H -2.87333 7.34943 -3.75453 0.0 0.0 0.0
H -2.24434 6.12343 -2.64775 0.0 0.0 0.0
H -2.76161 7.70081 -2.02622 0.0 0.0 0.0
H -4.58370 5.65998 -4.37542 0.0 0.0 -0.1
C 5.62522 -0.09313 -0.58305 0.0 0.1 0.0
C 6.61960 0.33736 0.48171 0.0 0.0 0.0
C 7.69465 -0.71236 0.71261 0.0 0.0 0.1
O 5.92603 0.63638 1.69433 0.1 0.0 0.0
H 5.12946 -1.00203 -0.23984 0.0 -0.1 -0.1
H 4.86281 0.67593 -0.71603 0.0 0.0 0.0
H 6.09901 -0.28477 -1.54700 0.1 0.0 0.0
H 7.09092 1.27695 0.19088 0.0 0.0 0.0
H 7.23873 -1.64963 1.04705 0.0 0.0 0.0
H 8.39107 -0.38388 1.48327 0.0 0.0 0.0
H 8.25558 -0.91450 -0.20058 0.0 0.0 0.0
H 5.46328 -0.16106 1.97974 -0.1 0.0 0.0